[1]
# C5H8OS2

C5H8OS2 in the gas phase at a distorted geometry (wB97M-V/def2-TZVPD, the Open Molecules 2025 dataset).

Values from the calculation:
- Structure (SMILES): C[C@@]12SCS[C@H]1[C@H]2O
- HOMO: -8.56 eV
- E_LUMO: 0.60 eV

```
16
Properties=species:S:1:pos:R:3:forces:R:3:mulliken_charge:R:1
C -0.469 1.436 0.929 -0.1 -0.3 0.8 -1.7268
C 0.301 0.702 -0.151 0.0 0.0 -0.4 0.8188
C 0.717 -1.488 1.154 -0.2 0.4 1.1 -0.6880
C -0.413 -0.422 -0.881 -0.5 0.1 0.3 -0.3954
C -0.309 0.972 -1.519 0.2 -0.3 0.6 -0.1331
H -0.221 1.033 1.927 0.1 0.3 -0.5 0.3482
H -1.550 1.316 0.884 -0.2 -0.1 -0.3 0.5329
H -0.255 2.505 0.890 0.2 -0.1 0.1 0.3595
H 1.234 -2.415 0.947 0.1 -0.2 -0.1 0.4152
H 0.604 -1.371 2.267 0.1 -0.2 -1.1 0.3462
H 0.257 -1.021 -1.466 0.4 0.0 -0.2 0.3081
H 0.322 0.900 -2.378 0.2 0.0 -0.5 0.3664
H -1.794 2.011 -0.932 -0.3 0.1 0.3 0.3345
O -1.234 1.959 -1.704 0.1 0.0 -0.2 -0.5575
S 1.775 -0.102 0.488 -0.1 -0.1 -0.1 -0.1612
S -1.006 -1.513 0.406 0.2 0.2 0.0 -0.1677
```
Forces are in eV/Å.

[2]
# C5H8S

C5H8S in the gas phase at a distorted geometry (wB97M-V/def2-TZVPD, the Open Molecules 2025 dataset).

Values from the calculation:
- Structure (SMILES): C1C[C@@H]2S[C@H]2C1
- HOMO: -8.74 eV
- E_LUMO: 1.04 eV

```
14
Properties=species:S:1:pos:R:3:forces:R:3:mulliken_charge:R:1
C 0.064 0.900 0.695 0.6 1.4 0.4 -0.3987
C 0.643 -0.510 1.049 0.0 -1.5 -0.8 -0.5465
C -0.156 -1.257 -0.054 0.0 -0.4 -0.3 -0.1800
C 0.057 -0.429 -1.287 0.3 2.8 1.5 0.0370
C -0.582 0.871 -0.764 1.0 -1.0 0.7 -0.9200
H -0.766 1.195 1.354 0.4 -0.2 0.2 0.2843
H 0.865 1.702 0.832 -1.0 -1.0 -0.4 0.3090
H 1.752 -0.658 0.905 -1.2 0.5 0.3 0.2634
H 0.327 -0.886 2.037 0.4 0.4 -0.3 0.2607
H -1.224 -1.257 0.191 0.3 0.1 0.2 0.1969
H 1.086 -0.128 -1.373 0.7 -0.4 -0.1 0.1838
H -0.307 1.770 -1.246 0.0 0.8 -1.0 0.3003
H -1.622 0.760 -0.652 -1.4 0.2 -0.1 0.3771
S -0.138 -2.074 -1.686 -0.2 -1.8 -0.1 -0.1673
```
Forces are in eV/Å.

[3]
# C5H8S

A molecular structure, C5H8S at a distorted geometry (wB97M-V/def2-TZVPD, the Open Molecules 2025 dataset).

Values from the calculation:
- HOMO (spin up / spin down): -6.91 / -6.72 eV
- E_LUMO (spin up / spin down): -0.31 / -0.64 eV

```
14
Properties=species:S:1:pos:R:3:forces:R:3:mulliken_charge:R:1
C -1.904 0.475 0.122 1.5 1.6 0.3 -0.3440
C -0.897 1.379 0.074 -2.2 -0.7 -0.4 -0.3941
C -0.004 -0.913 0.173 1.9 0.4 0.9 -0.5961
C 2.896 -0.060 0.041 -0.6 -0.5 -1.0 -0.6025
C -1.461 -0.902 -0.033 1.0 -0.4 -1.8 -0.2535
S 0.651 0.618 -0.094 1.9 -2.7 -0.8 0.0190
H -2.904 0.818 0.247 -0.7 -0.1 -0.1 0.3938
H -1.106 2.418 0.009 0.4 0.8 0.1 0.3790
H 0.734 -1.745 0.191 -1.1 0.7 0.0 0.3415
H 3.324 0.801 0.483 0.6 1.7 0.3 0.1907
H 3.200 -0.784 0.797 -0.5 -0.7 0.5 0.2238
H -1.866 -1.620 0.611 -1.3 -1.1 0.7 0.3361
H -1.653 -1.130 -1.117 -0.6 -0.3 0.5 0.1859
H 0.990 0.646 -1.503 -0.5 1.1 0.8 0.1204
```
Forces are in eV/Å.

[4]
# C5H8S

C5H8S in the gas phase at a distorted geometry (wB97M-V/def2-TZVPD, the Open Molecules 2025 dataset).

Values from the calculation:
- Structure (SMILES): C=C(C=S)CC
- HOMO: -8.73 eV
- E_LUMO: -0.91 eV

```
14
Properties=species:S:1:pos:R:3:forces:R:3:mulliken_charge:R:1
C -1.278 2.239 0.315 0.3 1.1 -0.1 -0.9865
C -1.080 0.972 1.125 1.7 0.9 -0.5 -0.7274
C -0.525 -0.066 0.171 -1.0 0.0 0.9 0.6916
C -1.379 -0.869 -0.460 0.5 -1.5 -0.7 -0.8310
C 0.903 -0.097 0.072 1.7 -1.8 -0.5 -0.3686
H -2.034 2.064 -0.436 -0.1 -0.1 -0.5 0.3227
H -0.345 2.625 -0.188 -0.8 -0.6 0.5 0.2954
H -1.665 3.055 0.921 0.1 0.1 0.2 0.3397
H -2.003 0.630 1.524 -0.8 -0.2 0.5 0.3637
H -0.356 1.192 1.957 -0.7 -0.5 -0.6 0.3023
H -2.436 -0.682 -0.359 -0.2 -0.2 0.1 0.2821
H -1.075 -1.788 -1.038 -0.2 1.4 0.4 0.2789
H 1.383 0.708 0.643 0.2 -0.2 -0.4 0.2703
S 1.793 -1.304 -0.647 -0.7 1.5 0.7 -0.2332
```
Forces are in eV/Å.

[5]
# C5H8S

2 unconnected molecules or ions with the total composition C5H8S at a distorted geometry (wB97M-V/def2-TZVPD, the Open Molecules 2025 dataset).

Values from the calculation:
- HOMO: -9.18 eV
- E_LUMO: -0.72 eV

```
14
Properties=species:S:1:pos:R:3:forces:R:3:mulliken_charge:R:1
C 0.130 1.677 -0.223 2.3 -2.5 2.2 -1.3068
C 0.595 0.179 0.285 -0.2 2.1 2.4 0.4771
C -0.491 -0.928 -0.094 2.6 -1.2 -2.2 -0.4789
C 2.019 -0.106 0.051 -1.5 -0.5 -0.9 -1.1986
C 3.134 -0.528 -0.011 -2.6 1.2 0.3 0.0341
H 0.250 1.651 -1.221 0.9 0.0 -3.8 0.4045
H -0.908 1.838 -0.181 -1.0 0.6 1.2 0.4491
H 0.872 2.380 0.168 -0.7 0.2 0.2 0.3322
H 0.819 0.370 1.430 -1.8 -0.8 -1.5 0.1599
H -0.275 -1.168 -1.210 -0.7 1.3 1.0 0.2855
H -0.244 -2.056 0.098 -0.7 2.1 1.4 0.3805
H -2.072 0.827 1.553 -0.1 -2.6 -3.2 0.1434
H 4.005 -0.952 -0.209 3.4 -1.4 -0.5 0.5701
S -2.173 -0.291 -0.030 0.1 1.4 3.3 -0.2520
```
Forces are in eV/Å.

[6]
# C5H8S

2 unconnected molecules or ions with the total composition C5H8S at a distorted geometry (wB97M-V/def2-TZVPD, the Open Molecules 2025 dataset).

Values from the calculation:
- HOMO (spin up / spin down): -7.85 / -7.86 eV
- E_LUMO (spin up / spin down): -0.26 / -0.20 eV

```
14
Properties=species:S:1:pos:R:3:forces:R:3:mulliken_charge:R:1
C 0.608 1.910 -0.145 -1.1 -0.7 0.5 -0.7456
C -2.111 0.488 -0.229 0.5 -2.5 2.8 -0.2285
C 0.213 0.763 0.337 -2.1 -2.3 -0.2 0.1043
C 0.595 -1.672 -0.254 0.2 5.2 -2.5 -1.0900
C 0.900 -0.533 0.733 -4.7 -0.4 1.7 -0.2310
S -3.489 -0.313 0.046 2.1 0.7 -0.1 -0.1737
H -0.162 2.611 -0.341 -0.5 0.9 -0.6 0.2444
H 1.615 2.194 -0.295 1.1 0.2 0.1 0.3088
H -1.999 1.277 -0.849 0.1 2.6 -2.2 0.2452
H -0.256 -2.177 -0.020 -2.4 -1.4 0.8 0.3340
H 1.429 -2.266 -0.246 1.9 -1.8 -0.7 0.3829
H 0.372 -1.081 -1.254 0.8 -1.9 1.4 0.2470
H 1.895 -0.240 0.782 2.1 -0.1 0.6 0.4204
H 0.392 -0.961 1.735 1.8 1.6 -1.6 0.1818
```
Forces are in eV/Å.

Respective relative energy (zero: lowest compared OMol25 entry of this formula, charge and spin) values: 275.76 264.95 786.30 116.81 534.23 531.04 kJ/mol.